Formula: C8H32N17NiO11
Source: the OMol25 dataset
Level of theory: ωB97M-V/def2-TZVPD

Last column: Löwdin charge in e.
Geometry (Å):
Ni  -0.23461  -1.25644  3.79053  0.86
N  1.43223  1.18424  2.92400  -0.59
O  0.58861  0.73365  3.67500  -0.03
O  2.59941  0.93280  3.02014  0.01
O  1.16371  1.99855  2.05579  -0.01
C  -1.75696  -0.44979  6.54713  -0.64
O  -1.33482  -0.62040  5.37829  -0.03
N  -2.89687  -0.97794  6.92333  0.19
N  -1.07047  0.13656  7.50460  0.21
H  -3.59945  -1.32913  6.28839  0.14
H  -2.96778  -1.08156  7.92550  0.12
H  -1.39737  -0.16366  8.41185  0.12
H  -0.30639  0.76711  7.30789  0.14
C  6.46703  1.52211  3.83904  -0.88
O  7.35348  1.06612  3.22996  0.08
N  6.36380  2.79618  4.05776  0.19
N  5.48851  0.80887  4.27492  0.17
H  6.97452  3.34153  3.46639  0.12
H  5.46029  3.10687  4.38523  0.11
H  5.52461  -0.07647  3.79019  0.11
H  4.61150  1.30781  4.31970  0.08
C  5.30748  1.93683  0.42541  -0.76
O  5.48857  3.03329  0.91410  0.00
N  4.24686  1.24898  0.60408  0.21
N  6.20988  1.39420  -0.38006  0.20
H  3.52093  1.52150  1.25128  0.06
H  3.99049  0.37074  0.17621  0.11
H  6.05150  0.48403  -0.78823  0.11
H  6.97746  1.98784  -0.66026  0.13
C  2.99483  4.34829  -1.89430  -0.80
O  2.76504  4.80442  -2.98650  0.04
N  2.09763  3.52875  -1.38055  0.16
N  4.05401  4.57151  -1.20138  0.20
H  1.32681  3.29812  -1.99108  0.11
H  2.06946  3.12449  -0.45541  0.08
H  4.75007  5.09177  -1.71609  0.13
H  4.42922  3.71178  -0.82696  0.07
C  3.35153  5.20793  2.13881  -0.80
O  2.48036  6.02265  2.48950  -0.01
N  4.59530  5.56823  2.12748  0.17
N  3.14898  3.96253  1.97910  0.18
H  5.34701  4.99162  1.77739  0.08
H  4.76290  6.54492  2.32265  0.12
H  3.98319  3.54646  1.59041  0.03
H  2.31519  3.45203  2.23265  0.07
C  2.35119  -2.14195  5.49953  -0.71
O  1.36745  -1.65550  4.98025  0.00
N  2.54010  -3.40627  5.65741  0.20
N  3.44129  -1.46480  5.71661  0.21
H  3.48090  -3.77318  5.67681  0.13
H  1.79257  -4.03608  5.40318  0.13
H  3.44959  -0.47264  5.90543  0.13
H  4.27866  -2.00726  5.87357  0.12
C  -1.90782  0.05268  1.43964  -0.70
O  -1.38580  -0.57652  2.30422  0.01
N  -2.74139  -0.41759  0.55797  0.20
N  -1.65442  1.36764  1.29398  0.20
H  -3.10366  0.23829  -0.11929  0.13
H  -2.81893  -1.42264  0.62098  0.13
H  -2.33181  1.90749  0.77454  0.12
H  -0.95454  1.73807  1.92091  0.08
C  1.35629  -2.31390  1.20405  -0.69
O  0.93008  -2.07283  2.32141  0.02
N  1.84420  -1.44941  0.40160  0.20
N  1.25316  -3.43174  0.52264  0.19
H  2.01143  -0.51530  0.74739  0.11
H  1.69555  -1.57559  -0.58940  0.14
H  0.94270  -4.32245  0.88367  0.13
H  1.58119  -3.57533  -0.42175  0.13

Forces on atoms 1 to 3 (eV/Å):
1.20 1.72 0.10
1.02 1.50 -1.17
-2.30 -1.25 1.66

Strongest force on any atom   6.2 eV/A
Highest occupied orbital energy (spin up / spin down)   -9.9636 / -9.9635 eV
Orbital gap (spin up / spin down)   7.11 / 5.97 eV
LUMO (spin up / spin down)   -2.85 / -3.99 eV
E_tot   -3590.73587 a.u.
Spin multiplicity   3
Total charge   +1